[1]
C11H10BFN2O3S | ωB97M-V/def2-TZVPD

Summary:
Multiplicity: 1
SMILES: O=C(Nc1nc2ccc(B(O)O)cc2s1)[C@@H]1C[C@@H]1F
Lowest unoccupied orbital energy: 0.011 Ha
Strongest force on any atom: 0.10177 hartree/bohr
Total energy: -1283.3721 Ha
Highest occupied orbital energy: -8.11 eV
Energy above the lowest of the compared OMol25 structures with the same formula, charge and spin: 125.06 kJ/mol

Cartesian coordinates (Å):
O 3.28676 0.99575 -0.19259
C 2.65663 1.50968 -1.11094
N 1.34863 1.39386 -1.29661
C 0.56916 0.49922 -0.55250
N -0.74096 0.40025 -0.70354
C -1.27866 -0.45918 0.13060
C -2.68608 -0.51548 0.30954
C -3.18317 -1.40652 1.25754
C -2.30098 -2.26134 1.85001
B -2.82148 -3.16451 2.96332
O -2.63723 -4.58818 2.77814
O -3.73529 -2.58838 3.92627
C -0.88894 -2.17997 1.73347
C -0.36972 -1.25932 0.85433
S 1.28049 -0.64654 0.54028
C 3.46903 2.27010 -2.13027
C 3.33147 3.77280 -2.34762
C 2.78766 2.77553 -3.43655
F 1.50381 2.59775 -3.54725
H 0.89127 2.09934 -1.87424
H -3.34754 0.15081 -0.19802
H -4.24364 -1.27783 1.54402
H -3.28954 -4.92597 3.49891
H -4.03364 -3.20899 4.57029
H -0.29807 -2.99012 2.16671
H 4.45364 1.80023 -2.15993
H 2.70318 4.27497 -1.65315
H 4.19733 4.39812 -2.60545
H 3.37586 2.53393 -4.31478


[2]
C11H18ClO5S | ωB97M-V/def2-TZVPD

Summary:
Multiplicity: 1
Lowest unoccupied orbital energy: -0.148 Ha
Strongest force on any atom: 0.18841 hartree/bohr
Total energy: -1664.0486 Ha
Net charge: +1
Highest occupied orbital energy: -13.36 eV

Cartesian coordinates (Å):
C 2.08370 1.62983 0.05858
C 2.49692 0.85654 1.44356
S 0.99943 0.46294 2.56346
C -0.09894 2.01655 2.49818
C -1.65640 1.70422 2.09370
O -1.86261 1.21101 0.72407
C -1.54231 2.22301 -0.29423
O -2.26105 2.15080 -1.44930
C 0.08751 -1.04899 1.92375
C 0.91309 -2.45956 2.05319
O 0.33997 -3.44664 2.79678
Cl 2.53064 -2.87600 1.24976
H 2.92552 1.58354 -0.78674
H 1.99442 2.79101 0.32066
H 1.08489 1.18480 -0.36090
H 3.10770 -0.09729 1.14876
H 3.21105 1.51363 2.13656
H 0.39824 2.89959 1.88360
H -0.12421 2.40755 3.62608
H -2.22938 2.74976 2.15677
H -2.07723 0.96624 2.92049
H -0.68627 3.02620 -0.18446
H -0.31316 -0.92862 0.81171
H -0.89776 -1.14283 2.59137
O 0.92719 -2.22632 -0.69077
C 0.26020 -1.86161 -1.64486
O 0.73071 -1.07647 -2.65795
C -0.34380 -0.75737 -3.54079
C -1.37619 -1.83074 -3.31506
C -1.19237 -2.16423 -1.85615
H -0.71896 0.23995 -3.28825
H 0.01732 -0.74928 -4.57333
H -2.39111 -1.51155 -3.56645
H -1.13692 -2.70992 -3.92564
H -1.79036 -1.51402 -1.21160
H -1.40946 -3.21572 -1.65454


[3]
C2H12O3S2 | ωB97M-V/def2-TZVPD

Summary:
Multiplicity: 1
SMILES: CSSC.O.O.O
Lowest unoccupied orbital energy: 0.008 Ha
Strongest force on any atom: 0.08388 hartree/bohr
Total energy: -1105.4454 Ha
Highest occupied orbital energy: -7.78 eV
Energy above the lowest of the compared OMol25 structures with the same formula, charge and spin: 147.34 kJ/mol

Cartesian coordinates (Å):
C -2.01917 1.98791 0.87551
S -2.83357 1.41289 -0.61571
S -3.01102 -0.53211 -0.05093
C -1.45297 -1.04423 0.77280
H -2.04824 3.09812 0.95367
H -0.90772 1.72636 0.88983
H -2.29528 1.54661 1.74503
H -1.45358 -2.13916 0.95389
H -1.38464 -0.55330 1.71924
H -0.73949 -0.93787 -0.04996
O 2.78714 1.81171 0.21175
H 3.11146 2.22462 -0.64119
H 3.44661 2.01221 0.88767
O 1.89559 -3.73080 -0.68866
H 2.02406 -2.82048 -0.70739
H 2.73761 -4.11608 -0.33169
O 0.62650 -0.36164 -1.93655
H 0.34602 0.27245 -2.66938
H 1.17068 0.14279 -1.31792


Question: Among the records above, which one has the lowest lowest unoccupied orbital energy?
Answer: C11H18ClO5S


Question: What is the formula in the second record?
Answer: C11H18ClO5S


Repeat the third record exactly.
C2H12O3S2 | ωB97M-V/def2-TZVPD

Summary:
Multiplicity: 1
SMILES: CSSC.O.O.O
Lowest unoccupied orbital energy: 0.008 Ha
Strongest force on any atom: 0.08388 hartree/bohr
Total energy: -1105.4454 Ha
Highest occupied orbital energy: -7.78 eV
Energy above the lowest of the compared OMol25 structures with the same formula, charge and spin: 147.34 kJ/mol

Cartesian coordinates (Å):
C -2.01917 1.98791 0.87551
S -2.83357 1.41289 -0.61571
S -3.01102 -0.53211 -0.05093
C -1.45297 -1.04423 0.77280
H -2.04824 3.09812 0.95367
H -0.90772 1.72636 0.88983
H -2.29528 1.54661 1.74503
H -1.45358 -2.13916 0.95389
H -1.38464 -0.55330 1.71924
H -0.73949 -0.93787 -0.04996
O 2.78714 1.81171 0.21175
H 3.11146 2.22462 -0.64119
H 3.44661 2.01221 0.88767
O 1.89559 -3.73080 -0.68866
H 2.02406 -2.82048 -0.70739
H 2.73761 -4.11608 -0.33169
O 0.62650 -0.36164 -1.93655
H 0.34602 0.27245 -2.66938
H 1.17068 0.14279 -1.31792